<w>
Density functional theory data (the ωB97M-V functional and the def2-TZVPD basis) for the molecule C2H7N3.

ORCA input file:
```
! RIJCOSX wB97M-V def2-TZVPD def2/J DEFGRID3
* xyz 0 1
C 2.4739 0.1811 0.0654
N 1.0998 -0.4515 0.1866
C 0.0524 0.1923 -0.1794
N -1.2114 -0.4031 -0.2821
N -2.2833 0.3819 0.1946
H 2.9810 -0.4884 -0.7228
H 2.8859 0.2326 1.1031
H 2.4791 1.2564 -0.4675
H 0.1344 1.2382 -0.4405
H -1.1757 -1.3961 -0.1564
H -3.0282 0.3356 -0.4757
H -2.6698 -0.1095 1.1491
*
```

Values from the calculation:
HOMO-LUMO gap   10.0 eV
E_HOMO   -8.9 eV
Structure (SMILES)   C/N=C/NN

natural (NBO) population analysis, charges in e, atoms 1 to 8:
1. C -0.443
2. N -0.493
3. C 0.262
4. N -0.483
5. N -0.640
6. H 0.212
7. H 0.213
8. H 0.164

---

<x>
Density functional theory data (the ωB97M-V functional and the def2-TZVPD basis) for the molecule C2H7N3.

ORCA input file:
```
! RIJCOSX wB97M-V def2-TZVPD def2/J DEFGRID3
* xyz 0 1
H -1.5809 -0.2384 2.8434
N -1.7605 0.1646 1.9492
C -0.5830 0.2228 1.2554
N -0.4183 0.8707 0.1129
N 0.6232 0.6581 -0.9256
C 0.6737 -0.7083 -1.4057
H 0.2687 -0.3254 1.5740
H -1.0314 1.6406 -0.1711
H 1.6538 1.1151 -0.7263
H 1.4009 -0.6667 -2.3485
H -0.4704 -1.2432 -1.6165
H 1.2243 -1.4900 -0.5411
*
```

Values from the calculation:
HOMO-LUMO gap   9.6 eV
E_HOMO   -8.7 eV
Structure (SMILES)   [H]/N=C/NNC

natural (NBO) population analysis, charges in e, atoms 1 to 8:
1. H 0.332
2. N -0.743
3. C 0.260
4. N -0.456
5. N -0.493
6. C -0.436
7. H 0.152
8. H 0.404

---

Most stable of them? <w>.

---

<w>
Density functional theory data (the ωB97M-V functional and the def2-TZVPD basis) for the ion C3H7OS2 with charge -1.

ORCA input file:
```
! RIJCOSX wB97M-V def2-TZVPD def2/J DEFGRID3
* xyz -1 1
O 1.9792 0.8369 -0.4900
C 0.8575 1.6399 -0.2316
C -0.2759 0.7820 0.4288
C -0.0124 -0.7188 0.2585
S -1.4577 -1.7486 0.8521
S -1.1627 -3.3746 -0.4346
H 1.0994 2.5336 0.5372
H 0.3763 2.1654 -1.1230
H -0.3668 0.8438 1.4964
H -1.3168 1.0452 -0.0088
H 0.2033 -0.8453 -0.7864
H 0.9043 -0.8700 0.6808
H -0.8276 -2.2895 -1.1794
*
```

Values from the calculation:
HOMO-LUMO gap   5.7 eV
E_HOMO   -2.7 eV
Structure (SMILES)   [O-]CCCSS

natural (NBO) population analysis, charges in e, atoms 1 to 8:
1. O -0.965
2. C -0.020
3. C -0.431
4. C -0.496
5. S 0.016
6. S -0.211
7. H 0.070
8. H 0.084

---

<x>
Density functional theory data (the ωB97M-V functional and the def2-TZVPD basis) for the ion C3H7OS2 with charge -1.

ORCA input file:
```
! RIJCOSX wB97M-V def2-TZVPD def2/J DEFGRID3
* xyz -1 1
O 1.6597 -2.8008 0.4576
C 0.5936 -2.8157 -0.3402
C -0.4222 -1.6666 -0.0128
C 0.1807 -0.3405 -0.4069
S -1.0012 1.0530 -0.3434
S 0.0411 2.5504 0.5850
H 0.8769 -2.6708 -1.4152
H -0.0433 -3.7420 -0.3201
H -1.4047 -1.9178 -0.4239
H -0.4769 -1.6929 1.0808
H 1.0133 -0.1564 0.2713
H 0.5872 -0.3584 -1.4187
H 0.8868 2.8202 -0.4243
*
```

Values from the calculation:
HOMO-LUMO gap   5.4 eV
E_HOMO   -2.5 eV
Structure (SMILES)   [O-]CCCSS

natural (NBO) population analysis, charges in e, atoms 1 to 8:
1. O -0.947
2. C 0.010
3. C -0.466
4. C -0.524
5. S 0.049
6. S -0.173
7. H 0.058
8. H 0.062

---

Most stable of them? <x>.

---

<w>
Density functional theory data (the ωB97M-V functional and the def2-TZVPD basis) for the molecule C2H3NO2.

ORCA input file:
```
! RIJCOSX wB97M-V def2-TZVPD def2/J DEFGRID3
* xyz 0 1
C -0.1245 0.0021 0.0073
C -1.6021 0.1364 -0.0496
N -2.4939 0.9739 0.4079
O -3.5131 -0.0596 0.0091
O -2.4197 -0.8375 -0.3560
H 0.4366 0.8580 -0.3697
H 0.0448 -0.2751 1.0219
H 0.2268 -0.8950 -0.4064
*
```

Values from the calculation:
HOMO-LUMO gap   11.4 eV
E_HOMO   -10.5 eV
Structure (SMILES)   Cc1noo1

From a natural (NBO) analysis of the wavefunction, the atomic charges in e read:
1. C -0.695
2. C 0.449
3. N -0.197
4. O -0.110
5. O -0.202
6. H 0.254
7. H 0.252
8. H 0.249

---

<x>
Density functional theory data (the ωB97M-V functional and the def2-TZVPD basis) for the molecule C2H3NO2.

ORCA input file:
```
! RIJCOSX wB97M-V def2-TZVPD def2/J DEFGRID3
* xyz 0 1
O -1.4597 -1.3409 -0.0599
C -1.2318 -0.1556 0.0149
N 0.0089 0.4538 -0.0943
C 1.2250 -0.1676 0.0161
O 1.4007 -1.3756 -0.0129
H -2.0629 0.5715 0.2531
H 0.0740 1.4945 -0.1080
H 2.0457 0.5198 -0.0090
*
```

Values from the calculation:
HOMO-LUMO gap   10.5 eV
E_HOMO   -10.0 eV
Structure (SMILES)   O=CNC=O

From a natural (NBO) analysis of the wavefunction, the atomic charges in e read:
1. O -0.505
2. C 0.529
3. N -0.665
4. C 0.519
5. O -0.520
6. H 0.115
7. H 0.408
8. H 0.118

---

Most stable of them? <x>.

---

<w>
Density functional theory data (the ωB97M-V functional and the def2-TZVPD basis) for a cluster of 2 separate species, C2H3NO2 in total.

ORCA input file:
```
! RIJCOSX wB97M-V def2-TZVPD def2/J DEFGRID3
* xyz 0 1
O 2.3061 0.6775 -1.4688
N 1.6077 0.8357 -0.5198
O 1.3308 -0.1929 0.2628
H 1.8471 -1.0117 0.1147
C -1.9685 0.3370 -0.0274
C -1.7571 -0.5602 0.7476
H -2.0527 1.2003 -0.5432
H -1.3134 -1.2859 1.4340
*
```

Values from the calculation:
HOMO-LUMO gap   10.9 eV
E_HOMO   -10.5 eV
Structure (SMILES)   O=NO.C#C

From a natural (NBO) analysis of the wavefunction, the atomic charges in e read:
1. O -0.322
2. N 0.371
3. O -0.511
4. H 0.463
5. C -0.224
6. C -0.235
7. H 0.218
8. H 0.240

---

<x>
Density functional theory data (the ωB97M-V functional and the def2-TZVPD basis) for a cluster of 2 separate species, C2H3NO2 in total.

ORCA input file:
```
! RIJCOSX wB97M-V def2-TZVPD def2/J DEFGRID3
* xyz 0 1
C -2.8928 0.2362 -0.3079
C 1.7029 -0.6159 0.0102
N 0.5386 -0.1032 -0.1626
O -3.4586 -0.5471 0.2765
O 0.2494 1.1915 0.1855
H 1.8324 -1.7167 -0.1545
H 2.6700 0.0162 0.3601
H -0.6419 1.5390 -0.2074
*
```

Values from the calculation:
HOMO-LUMO gap   10.8 eV
E_HOMO   -9.7 eV

From a natural (NBO) analysis of the wavefunction, the atomic charges in e read:
1. C 0.490
2. C -0.166
3. N -0.137
4. O -0.487
5. O -0.568
6. H 0.206
7. H 0.165
8. H 0.496

---

<y>
Density functional theory data (the ωB97M-V functional and the def2-TZVPD basis) for the molecule C2H3NO2.

ORCA input file:
```
! RIJCOSX wB97M-V def2-TZVPD def2/J DEFGRID3
* xyz 0 1
O 2.2042 0.6854 0.2316
C 1.0794 0.5772 -0.1930
N 0.1532 -0.3074 0.3556
C -1.1768 -0.3920 -0.0142
O -1.7129 0.3403 -0.8081
H 0.6906 1.1344 -1.0552
H 0.5038 -0.9519 1.0476
H -1.7025 -1.2188 0.4953
*
```

Values from the calculation:
HOMO-LUMO gap   11.1 eV
E_HOMO   -10.5 eV
Structure (SMILES)   O=CNC=O

From a natural (NBO) analysis of the wavefunction, the atomic charges in e read:
1. O -0.544
2. C 0.537
3. N -0.664
4. C 0.540
5. O -0.554
6. H 0.150
7. H 0.413
8. H 0.122

---

Most stable of them? <y>.